(1)
{
  "formula": "C3H12N2O",
  "method": "the ωB97M-V functional and the def2-TZVPD basis",
  "mol_weight_da": 92.14,
  "energy_ev": -8333.19418,
  "largest_force_ev_per_a": 0.77,
  "de_lowest_kj_mol": 12.3,
  "smiles": "C[C@H](N)CN.O",
  "homo_energy_ev": -9.427,
  "gap_ev": 10.23,
  "symbols": ["C", "C", "N", "C", "N", "H", "H", "H", "H", "H", "H", "H", "H", "H", "H", "O", "H", "H"],
  "coordinates": [[-0.1101, -1.6257, -1.3628], [-0.2603, -0.4808, -0.3592], [0.9869, 0.2866, -0.1675], [-0.7332, -1.0166, 0.9830], [-0.8967, -0.0114, 2.0361], [-0.0391, -1.2114, -2.3646], [0.8175, -2.1650, -1.1773], [-0.9897, -2.2617, -1.3270], [-1.0091, 0.2397, -0.7112], [1.5744, -0.1787, 0.5268], [1.5455, 0.2723, -1.0151], [-0.0753, -1.8269, 1.2956], [-1.7036, -1.4815, 0.7809], [-0.9517, 0.9069, 1.6059], [-0.0462, 0.0423, 2.5820], [0.5843, 3.8712, -0.2645], [1.1646, 3.6109, -0.9889], [0.1418, 3.0299, -0.0722]],
  "mulliken_charge": [-1.527, 0.463, -0.556, -0.866, -0.626, 0.377, 0.374, 0.411, 0.216, 0.247, 0.226, 0.384, 0.326, 0.277, 0.296, -0.662, 0.315, 0.325]
}

(2)
{
  "formula": "C3H8F2N2",
  "method": "the ωB97M-V functional and the def2-TZVPD basis",
  "mol_weight_da": 110.11,
  "energy_ev": -11652.61034,
  "largest_force_ev_per_a": 5.84,
  "de_lowest_kj_mol": 340.9,
  "homo_energy_ev": [-8.612, -8.225],
  "gap_ev": [8.80, 8.31],
  "symbols": ["C", "C", "C", "N", "N", "F", "F", "H", "H", "H", "H", "H", "H", "H", "H"],
  "coordinates": [[0.1175, 0.4121, 1.8700], [0.1175, 0.4966, -0.6552], [-0.6308, 0.3429, 0.5628], [0.9279, -1.6796, -0.4776], [-0.2771, 0.7935, -1.9919], [-1.4197, 1.5067, 0.5442], [-1.5484, -0.6019, 0.4530], [-0.5249, -0.0391, 2.6688], [0.4480, 1.4722, 2.1403], [1.0910, -0.2510, 1.8785], [1.1618, 0.7666, -0.5036], [0.2292, -2.3271, -0.2011], [1.2195, -1.6913, -1.4004], [-1.1842, 0.5292, -2.2678], [0.2727, 0.2702, -2.6201]],
  "mulliken_charge": [-1.288, -0.314, 1.118, -0.639, -0.517, -0.343, -0.261, 0.343, 0.322, 0.338, 0.355, 0.179, 0.169, 0.247, 0.292]
}

(3)
{
  "formula": "C6H3ClFN3",
  "method": "the ωB97M-V functional and the def2-TZVPD basis",
  "mol_weight_da": 171.56,
  "energy_ev": -25975.04965,
  "largest_force_ev_per_a": 5.44,
  "de_lowest_kj_mol": 0.0,
  "homo_energy_ev": -8.578,
  "gap_ev": 7.79,
  "symbols": ["C", "C", "C", "C", "C", "C", "N", "N", "N", "F", "Cl", "H", "H", "H"],
  "coordinates": [[-2.7324, 3.2110, -0.5200], [-2.3462, 3.4969, -1.7882], [-1.2775, 1.5597, -0.1906], [-0.8462, 0.4590, 0.5956], [0.1563, -0.3146, 0.0769], [0.7939, 0.1128, -1.1583], [-2.2748, 2.2811, 0.2400], [0.2137, 1.0401, -1.9127], [-0.6958, 1.7373, -1.4116], [-1.6290, 4.3653, -2.4505], [-4.1343, 4.0635, 0.0491], [-1.3241, 0.1291, 1.5792], [0.6203, -1.2162, 0.4453], [1.6065, -0.5219, -1.4170]],
  "mulliken_charge": [0.453, 0.115, 0.607, -0.352, -0.150, -0.188, -0.543, -0.851, 0.139, -0.129, -0.151, 0.328, 0.357, 0.364]
}

(4)
{
  "formula": "C2H3ClN2",
  "method": "the ωB97M-V functional and the def2-TZVPD basis",
  "mol_weight_da": 90.51,
  "energy_ev": -17619.66258,
  "largest_force_ev_per_a": 4.83,
  "de_lowest_kj_mol": 554.4,
  "homo_energy_ev": -8.051,
  "gap_ev": 8.91,
  "symbols": ["C", "C", "N", "N", "Cl", "H", "H", "H"],
  "coordinates": [[-0.9086, 1.1614, -1.6654], [-0.7331, 1.3542, -0.5050], [0.9554, -1.2971, 0.9721], [-0.1635, -1.0448, 1.1234], [-1.2118, 1.7139, 1.0487], [-0.9479, 1.1222, -2.7995], [1.5325, -1.8841, 1.6993], [1.4770, -1.1257, 0.1264]],
  "mulliken_charge": [-0.265, 0.013, 0.092, -0.512, -0.094, 0.331, 0.225, 0.210]
}

(5)
{
  "formula": "C6H12F6NO8S2Tl",
  "method": "the ωB97M-V functional and the def2-TZVPD basis",
  "mol_weight_da": 608.67,
  "energy_ev": -66922.62566,
  "largest_force_ev_per_a": 13.21,
  "de_lowest_kj_mol": 576.9,
  "total_charge": 2,
  "homo_energy_ev": -17.746,
  "gap_ev": 7.21,
  "symbols": ["Tl", "C", "F", "F", "F", "S", "O", "O", "N", "S", "O", "O", "C", "F", "F", "F", "C", "C", "O", "O", "H", "H", "H", "H", "H", "H", "C", "C", "O", "O", "H", "H", "H", "H", "H", "H"],
  "coordinates": [[-0.7730, 0.7239, -0.9478], [2.1057, -2.0189, 0.2111], [1.3770, -2.6587, 1.1112], [2.7766, -0.9504, 0.6767], [3.0451, -2.9007, -0.2227], [1.0814, -1.3987, -1.3460], [1.5748, -0.1126, -1.7361], [1.1472, -2.4265, -2.3324], [-0.4555, -1.0432, -0.5557], [-1.2394, -2.4343, -0.7158], [-1.8995, -2.5413, -2.0378], [-0.4441, -3.5873, -0.3547], [-2.5657, -2.4445, 0.7260], [-3.3805, -1.3749, 0.5352], [-3.2807, -3.5725, 0.6465], [-1.9100, -2.4129, 1.8640], [-0.9936, 0.1850, 2.0902], [0.3916, -0.1213, 1.6122], [0.8178, 0.7771, 0.5535], [-1.9757, 0.1162, 0.9907], [-0.9013, 1.2078, 2.4555], [-1.2795, -0.5156, 2.8747], [0.4765, -1.1465, 1.2520], [1.1377, -0.1204, 2.4068], [1.6885, 1.1482, 0.7137], [-2.8380, 0.0874, 1.4118], [1.2274, 2.7826, -0.5726], [0.2243, 3.5116, -1.6065], [-0.9822, 2.8598, -1.6387], [1.4378, 1.4561, -0.9395], [0.9049, 2.9011, 0.4618], [2.1762, 3.3139, -0.6482], [0.5638, 3.5702, -2.6407], [-0.0475, 4.4775, -1.1809], [-1.5716, 3.3734, -2.1958], [2.3830, 1.2892, -0.9214]],
  "mulliken_charge": [1.445, 0.783, -0.126, -0.215, -0.228, 1.088, -0.534, -0.520, -0.247, 1.045, -0.609, -0.509, 0.766, -0.259, -0.169, -0.179, -0.914, -0.684, -0.467, -0.630, 0.458, 0.478, 0.220, 0.635, 0.439, 0.453, -0.439, -0.481, -0.438, -0.731, 0.383, 0.482, 0.398, 0.419, 0.354, 0.533]
}

(6)
{
  "formula": "C5H14",
  "method": "the ωB97M-V functional and the def2-TZVPD basis",
  "mol_weight_da": 74.17,
  "energy_ev": -5410.30992,
  "largest_force_ev_per_a": 3.71,
  "de_lowest_kj_mol": 167.9,
  "smiles": "CCC.CC",
  "homo_energy_ev": -10.824,
  "gap_ev": 11.91,
  "symbols": ["C", "C", "C", "H", "H", "H", "H", "H", "H", "H", "H", "C", "C", "H", "H", "H", "H", "H", "H"],
  "coordinates": [[1.6836, -0.2739, 0.0996], [1.6274, 1.0115, 0.8332], [0.6273, 2.0135, 0.2437], [1.4965, -0.4141, -0.9716], [2.6950, -0.6768, 0.0539], [0.8818, -0.9649, 0.3830], [2.6039, 1.5051, 0.7758], [1.7177, 0.7127, 1.8893], [0.3907, 1.7137, -0.7101], [0.9332, 3.0379, 0.3479], [-0.3215, 2.0415, 0.7190], [-1.5058, -0.7775, -0.9315], [-2.2812, -1.7801, -0.1202], [-1.1526, -1.3543, -1.8850], [-2.0341, 0.0605, -1.4284], [-0.5866, -0.4318, -0.4145], [-2.7676, -1.3261, 0.8648], [-1.6353, -2.5894, 0.1679], [-3.1287, -2.4749, -0.5411]],
  "mulliken_charge": [-1.360, -0.035, -1.270, 0.435, 0.338, 0.344, 0.263, 0.308, 0.358, 0.374, 0.319, -0.149, -0.926, 0.224, 0.351, -0.378, 0.221, 0.283, 0.300]
}

(7)
{
  "formula": "C9H20Cl2KO4PSe3Te",
  "method": "the ωB97M-V functional and the def2-TZVPD basis",
  "mol_weight_da": 697.71,
  "energy_ev": -271846.16315,
  "largest_force_ev_per_a": 2.78,
  "total_charge": -2,
  "homo_energy_ev": -0.168,
  "gap_ev": 4.31,
  "symbols": ["K", "Cl", "C", "Cl", "H", "H", "Se", "Se", "Te", "Se", "C", "C", "C", "C", "O", "P", "O", "O", "O", "C", "C", "C", "C", "H", "H", "H", "H", "H", "H", "H", "H", "H", "H", "H", "H", "H", "H", "H", "H", "H", "H"],
  "coordinates": [[-1.6174, -0.8633, 1.8293], [2.2564, -2.0227, 2.6228], [1.5788, -3.6086, 2.2065], [-0.1415, -3.4849, 1.8352], [1.6968, -4.2816, 3.0548], [2.0894, -3.9711, 1.3181], [-4.7144, 0.5607, 1.6028], [-5.5243, -1.5353, 1.1901], [-4.2887, -2.8644, 2.9511], [-4.0274, -5.1322, 1.9797], [2.1521, -2.3984, -1.3241], [1.4351, -1.0405, -1.2948], [2.3788, 0.0536, -1.7920], [0.1830, -1.1088, -2.1745], [1.0426, -0.8416, 0.0477], [0.8778, 0.5846, 0.8358], [2.1052, 1.4211, 0.8099], [0.2878, 0.1850, 2.1437], [-0.3158, 1.2017, -0.1428], [-0.7339, 2.5523, -0.0677], [0.3071, 3.4376, -0.7710], [-0.9291, 2.9934, 1.3810], [-2.0708, 2.6287, -0.8114], [2.4657, -2.6364, -2.3383], [1.4740, -3.1700, -0.9679], [3.0260, -2.3665, -0.6768], [2.7156, -0.1698, -2.8044], [3.2353, 0.1269, -1.1262], [1.8623, 1.0078, -1.7771], [0.4564, -1.3131, -3.2089], [-0.3494, -0.1651, -2.1146], [-0.4744, -1.8954, -1.8087], [1.2765, 3.2820, -0.3045], [0.0337, 4.4908, -0.7116], [0.3796, 3.1544, -1.8219], [-0.0271, 2.7701, 1.9445], [-1.7547, 2.4310, 1.8132], [-1.1547, 4.0580, 1.4415], [-1.9651, 2.2379, -1.8210], [-2.4134, 3.6595, -0.8585], [-2.8150, 2.0339, -0.2884]],
  "mulliken_charge": [0.948, -0.109, -0.340, -0.123, 0.345, 0.212, -0.761, -0.243, -0.123, -0.782, -1.759, 1.659, -1.526, -1.395, 0.344, 0.116, -0.805, -0.854, 0.189, 1.423, -1.691, -1.432, -1.531, 0.439, 0.276, 0.378, 0.489, 0.357, 0.173, 0.421, 0.125, 0.361, 0.347, 0.455, 0.324, 0.403, 0.270, 0.435, 0.364, 0.398, 0.224]
}

(8)
{
  "formula": "C4H2ClF3O",
  "method": "the ωB97M-V functional and the def2-TZVPD basis",
  "mol_weight_da": 158.51,
  "energy_ev": -26900.04234,
  "largest_force_ev_per_a": 1.32,
  "de_lowest_kj_mol": 145.9,
  "smiles": "FC=C(F)F.O=C=CCl",
  "homo_energy_ev": -9.262,
  "gap_ev": 9.23,
  "symbols": ["F", "C", "C", "F", "F", "H", "O", "C", "C", "Cl", "H"],
  "coordinates": [[-1.5597, -2.1703, 1.8975], [-1.3089, -1.7247, 0.6683], [-1.5445, -0.4709, 0.3200], [-2.0573, 0.4816, 1.0753], [-1.2939, -0.0189, -0.9029], [-0.8864, -2.4572, -0.0001], [1.8712, 3.0060, 0.3850], [1.7658, 2.0404, -0.2469], [1.6574, 0.9628, -0.9605], [2.0474, -0.5895, -0.2617], [1.3088, 0.9406, -1.9740]],
  "mulliken_charge": [-0.233, -0.036, 0.357, -0.214, -0.209, 0.344, -0.327, 0.750, -0.634, -0.155, 0.357]
}